[1]
46
Properties=species:S:1:pos:R:3:forces:R:3:mulliken_charge:R:1 method="wB97M-V/def2-TZVPD" de_lowest_kcal_mol=89.9 homo_lumo_gap_ev=7.837 mol_weight_g_mol=557.94 homo_energy_ev=-9.1 smiles="CC(=O)N(C)c1cccc2c1C(=O)NC2=O.ClCCl.ClCCl.ClCCl.ClCCl"
C -2.440443 -3.410243 0.938408 -0.3 0.1 0.5 -0.98
C -3.098784 -1.982314 1.202984 -0.2 0.2 3.7 0.62
O -3.322407 -1.631246 2.394019 0.9 -1.5 -4.1 -0.52
N -3.437968 -0.984132 0.131653 0.2 1.3 1.7 0.15
C -4.927703 -0.922810 0.021887 -1.4 -0.2 -0.5 -1.01
C -2.856046 0.288300 0.618372 2.1 2.5 0.5 0.34
C -3.645374 1.469880 1.232494 3.4 0.5 -0.1 -0.28
C -2.889932 2.751418 1.749420 1.9 -2.5 -1.4 -0.48
C -1.326714 2.890506 1.650412 -2.0 -3.5 -1.4 -0.58
C -0.582111 1.685327 1.037052 -2.4 -0.8 -0.4 -0.10
C -1.294564 0.409723 0.514168 -2.3 2.4 1.1 0.60
C -0.237920 -0.637518 -0.069169 -1.5 0.3 -0.2 0.02
O -0.430780 -1.682488 -0.752346 1.3 4.3 3.1 -0.59
N 1.041970 -0.035976 0.413627 -1.1 -1.1 -1.0 -0.02
C 0.958264 1.395232 0.772338 0.7 0.7 0.4 0.38
O 1.972723 2.123139 0.790248 -3.7 -2.4 0.2 -0.58
H -2.771402 -4.080372 1.820120 0.4 1.2 -1.5 0.36
H -2.740726 -3.903123 -0.043244 0.5 0.9 1.2 0.28
H -1.293599 -3.317558 1.017944 -1.9 0.0 -0.4 0.16
H -5.299614 0.059807 -0.458175 1.0 -1.6 0.6 0.36
H -5.249205 -1.779458 -0.670698 0.4 1.2 1.1 0.27
H -5.467965 -1.018250 1.037563 0.9 0.1 -1.5 0.39
H -4.790911 1.425556 1.315466 2.1 0.1 -0.1 0.31
H -3.515458 3.594653 2.223510 1.2 -1.5 -0.9 0.31
H -0.745933 3.796702 2.011221 -1.0 -1.4 -0.5 0.39
H 1.353623 -0.685888 1.151643 0.7 0.8 -0.4 0.18
Cl 1.435097 -0.657649 -5.107339 0.1 0.0 0.0 -0.15
C 0.493408 -0.080466 -3.726406 0.0 0.0 0.3 0.04
Cl -1.156416 0.335616 -4.213917 0.0 0.0 0.1 -0.17
H 0.457143 -0.863597 -2.970257 -0.1 0.0 -0.2 0.02
H 0.974587 0.805322 -3.313942 -0.1 -0.1 -0.2 0.25
Cl 2.839543 -2.296720 -8.510432 0.0 0.1 0.1 -0.15
C 2.525666 -3.559924 -7.314280 0.0 0.0 0.3 -0.08
Cl 1.786683 -4.980746 -8.062924 0.0 -0.1 0.1 -0.16
H 3.467966 -3.852792 -6.853806 -0.1 0.0 -0.2 0.28
H 1.849961 -3.168262 -6.555307 0.0 0.0 -0.2 0.10
Cl 2.530002 -0.378067 3.276294 -0.1 0.0 0.2 -0.20
C 3.962073 0.496098 2.711834 0.3 0.2 -0.3 0.74
Cl 5.413791 -0.046521 3.562583 0.0 0.0 -0.1 -0.17
H 4.089828 0.317252 1.645182 -0.1 -0.1 0.2 0.27
H 3.819751 1.563610 2.894363 0.0 -0.7 0.0 -0.60
Cl 3.327501 3.683548 2.969810 -0.1 0.7 0.0 -0.10
C 4.582151 4.239327 4.085330 0.1 0.3 0.1 -0.34
Cl 4.870500 3.055160 5.365282 0.0 0.1 0.0 -0.14
H 5.506375 4.392383 3.530092 -0.2 -0.1 0.1 0.28
H 4.263355 5.177548 4.536928 0.0 -0.2 0.0 0.30

=====

[2]
69
Properties=species:S:1:pos:R:3:forces:R:3:mulliken_charge:R:1 method="wB97M-V/def2-TZVPD" homo_lumo_gap_ev=6.382 mol_weight_g_mol=490.42 homo_energy_ev=-4.1 total_charge=-1
C -0.478763 1.075624 -3.218740 0.1 0.1 -0.1 -1.20
C 1.005233 0.723224 -3.271776 -0.1 0.0 0.1 0.69
C 1.842187 1.698609 -4.095217 0.0 0.0 0.1 -0.74
C 3.348359 1.359522 -4.129378 0.0 0.1 0.1 -0.89
C 3.804600 0.565785 -2.907014 0.2 0.0 -0.1 -0.72
C 3.761443 1.389818 -1.619521 0.0 -0.1 -0.1 -0.71
C 3.680969 0.536506 -0.337566 -0.2 0.2 0.1 -0.77
C 2.641062 1.035016 0.672886 0.1 -0.1 0.0 -0.73
In 2.868164 0.165204 2.715407 -0.1 0.1 0.1 0.97
C 1.237787 1.097173 3.936923 0.0 -0.1 -0.1 -1.73
C -0.053281 1.181988 3.093015 0.1 0.1 0.1 1.93
C -0.418311 2.576134 2.568129 0.0 0.2 0.1 -0.78
O 0.737255 3.408621 2.445761 0.1 0.1 -0.1 -0.52
H -0.845903 1.440091 -4.182805 0.0 -0.1 0.0 0.52
H -1.069255 0.206292 -2.930911 -0.1 0.0 0.1 0.10
H -0.663903 1.861543 -2.485842 0.0 0.0 0.0 0.21
H 1.133834 -0.296478 -3.646219 0.0 0.0 -0.1 0.31
H 1.389548 0.724543 -2.249125 -0.1 -0.2 0.0 -0.52
H 1.710084 2.697650 -3.668346 -0.1 0.0 0.0 0.36
H 1.446884 1.742157 -5.114977 0.0 0.1 0.0 0.41
H 3.909116 2.300329 -4.151543 0.1 0.0 -0.1 0.29
H 3.610842 0.829167 -5.049130 -0.1 -0.1 0.0 0.36
H 4.813383 0.175498 -3.077532 0.0 0.0 0.0 0.51
H 3.164441 -0.309280 -2.776063 0.1 0.0 -0.1 0.27
H 2.878077 2.037744 -1.646420 0.1 0.0 0.0 0.30
H 4.628879 2.058302 -1.594261 0.0 0.0 0.0 0.50
H 3.412364 -0.484072 -0.632257 0.1 -0.1 0.1 0.32
H 4.664850 0.486313 0.138387 0.0 -0.1 -0.1 0.49
H 1.635680 0.838763 0.275324 0.3 0.3 0.0 -0.38
H 2.731892 2.121275 0.789049 0.0 0.0 0.0 0.56
H 2.525644 -1.586949 2.716014 0.0 0.0 -0.1 -0.47
H 4.525831 0.536361 3.256280 0.0 0.0 0.0 -0.46
H 1.039707 0.496844 4.828766 0.1 0.0 0.1 0.31
H 1.557074 2.086565 4.263510 -0.1 0.0 0.1 0.49
H -0.001864 0.513346 2.222042 0.2 0.4 0.8 -1.81
H -0.918684 0.842525 3.680389 -0.1 0.0 0.0 0.49
H -1.142123 3.060532 3.236672 0.0 0.0 0.1 0.26
H -0.895390 2.476617 1.586659 0.1 0.4 0.7 0.27
H 0.570291 4.047019 1.746569 0.0 -0.1 0.1 0.32
N -2.472228 -0.606277 1.225736 0.0 0.1 -0.1 0.45
C -1.329514 -1.338595 1.034734 -0.5 0.7 -1.8 -2.24
C -0.385224 -0.509672 0.491997 -0.4 -0.3 -0.7 0.06
C -0.981600 0.772736 0.346232 -0.5 -0.5 -0.9 0.60
C -2.267801 0.683896 0.806259 0.0 -0.1 -0.2 -1.98
H -3.319401 -0.955901 1.631631 0.0 0.0 0.1 0.25
H -1.281716 -2.377239 1.314290 -0.7 2.3 -1.4 0.82
H 0.629231 -0.780311 0.246644 -0.1 -0.1 0.1 0.56
H -0.504180 1.659555 -0.035105 0.0 -0.1 -0.1 0.91
H -3.044578 1.425582 0.885170 0.0 0.0 0.1 0.35
N -5.009668 -1.493159 -1.659502 0.0 0.0 0.0 0.02
C -3.886176 -0.817367 -2.051976 0.0 0.0 0.0 -0.35
C -3.850239 -0.834720 -3.420965 0.0 0.0 0.0 -0.10
C -4.995833 -1.548993 -3.869476 0.0 0.0 0.0 -0.78
C -5.691715 -1.943203 -2.758152 0.0 0.0 0.0 -0.49
H -5.286024 -1.643682 -0.707898 0.0 0.0 0.0 0.19
H -3.209132 -0.389815 -1.330149 0.0 0.0 0.0 0.31
H -3.082154 -0.388135 -4.029261 0.0 0.0 0.0 0.47
H -5.274041 -1.752467 -4.890246 0.0 0.0 0.0 0.38
H -6.605926 -2.502630 -2.656440 0.0 0.0 0.0 0.38
N -0.806502 -2.218192 3.304275 0.2 -0.2 1.2 0.16
C -0.885636 -3.412632 2.651061 0.3 -1.1 1.0 -0.41
C -0.864508 -4.410958 3.590950 0.0 0.0 0.2 -0.63
C -0.756110 -3.785707 4.863153 0.0 -0.2 0.0 -0.63
C -0.715262 -2.432028 4.647034 0.0 -0.1 -0.2 -0.41
H -0.760054 -1.314007 2.864189 0.3 0.0 0.3 0.52
H -0.937461 -3.454196 1.576701 0.6 -1.8 0.8 0.58
H -0.903334 -5.468596 3.387769 0.0 0.0 0.0 0.41
H -0.695453 -4.272124 5.822733 0.0 0.0 0.0 0.40
H -0.615768 -1.607085 5.331476 0.0 0.0 0.0 0.35

=====

[3]
20
Properties=species:S:1:pos:R:3:forces:R:3:mulliken_charge:R:1 method="wB97M-V/def2-TZVPD" de_lowest_kcal_mol=169.0 homo_lumo_gap_ev=9.384 mol_weight_g_mol=112.18 homo_energy_ev=-8.4
C 1.445670 -0.212378 0.581745 2.9 0.8 0.2 0.08
C 1.091772 1.313913 0.164985 2.6 -5.4 -5.4 -1.12
C -0.033966 0.542317 -0.399383 -5.4 1.1 1.2 0.16
C -1.506646 0.811434 -0.233666 -2.7 4.4 -4.0 -0.91
C -2.173744 -0.557680 -0.247068 -2.2 0.8 1.1 -0.39
C -0.053143 -0.290528 0.841028 0.4 -2.1 0.9 -0.54
H 3.104455 -0.843966 -0.540023 -2.5 0.7 -1.0 0.31
H 2.079899 -1.930960 -0.508604 -1.0 0.6 -0.4 0.25
H 2.110825 -0.108985 1.466626 0.2 -1.4 -0.6 0.44
H 1.826898 1.609366 -0.535167 0.7 0.8 -1.0 0.42
H 1.192010 1.851973 0.962035 -0.9 3.4 4.7 0.42
H 0.175459 -0.182164 -1.287983 -0.2 2.0 1.5 0.31
H -1.844586 1.399096 -1.133057 -0.2 -0.9 -0.3 0.40
H -1.909036 1.660352 0.384564 1.2 -1.4 1.1 0.34
H -3.393467 -0.540822 0.357472 4.2 -0.4 -1.5 0.24
H -2.491478 -0.632204 -1.382638 1.2 -1.4 2.3 0.25
H -0.362497 -1.768307 -0.121046 -0.4 -1.7 -1.5 0.42
H -0.278906 0.191007 1.853941 0.2 -0.2 -1.7 0.32
N 2.011658 -0.914246 -0.772944 3.3 -0.8 4.5 -0.73
N -0.991186 -1.397218 0.549179 -1.4 1.0 0.0 -0.68

=====

[4]
12
Properties=species:S:1:pos:R:3:forces:R:3:mulliken_charge:R:1 method="wB97M-V/def2-TZVPD" de_lowest_kcal_mol=61.6 homo_lumo_gap_ev=8.332 mol_weight_g_mol=112.09 homo_energy_ev=-8.7 smiles="O/C=C1/C=C(O)N=N1"
O -2.728523 0.531832 0.953582 1.0 0.0 1.4 -0.49
C -1.858903 0.320068 -0.019438 -0.9 -0.3 -1.3 -0.17
C -0.511279 0.204407 0.057451 0.1 0.1 0.5 0.61
C 0.536531 -0.104964 -0.895475 0.1 -0.5 1.3 -0.63
C 1.617973 -0.252411 -0.055153 -0.5 0.6 -0.8 0.59
O 2.915442 -0.501747 -0.351466 -0.3 -0.7 -0.8 -0.49
N 1.286203 0.018373 1.291392 0.7 -0.2 -0.8 -0.50
N 0.056585 0.294935 1.346375 -0.8 0.0 -0.2 -0.27
H -2.243744 0.543336 1.822922 -0.4 0.1 -0.9 0.39
H -2.435442 0.199673 -0.955137 0.8 0.1 0.3 0.32
H 0.431091 -0.330830 -1.949585 0.1 0.2 0.2 0.30
H 2.934067 -0.922671 -1.245468 0.1 0.6 1.1 0.33